Entry 1:
58
Properties=species:S:1:pos:R:3:lowdin_charge:R:1 method="wB97M-V/def2-TZVPD" charge=0 e_lumo_ev=0.08 homo_energy_ha=-0.31587
C -3.9372 -2.4716 -1.3496 -0.0634
C -5.2595 -2.1202 -0.6674 -0.2450
N -5.3944 -0.7094 -0.4129 -0.2713
C -5.8522 0.1833 -1.4492 -0.2536
C -7.3739 0.1922 -1.5755 -0.0684
S -5.1352 -0.1408 1.1141 0.6679
O -5.7247 1.1618 1.2103 -0.2751
O -5.5115 -1.1544 2.0573 -0.2829
C -3.3503 0.0401 1.1706 -0.2590
C -2.5900 -1.0011 1.6985 -0.0625
C -1.2112 -0.9338 1.7174 0.0305
C -0.6305 0.2100 1.1864 -0.1884
O 0.6843 0.4943 1.1014 0.0940
C 0.7814 1.7356 0.5136 -0.0929
C 2.1253 2.3032 0.2919 -0.4185
O 2.3117 3.3546 -0.2943 0.0726
N 3.1195 1.5520 0.8169 0.0768
C 4.5090 1.8908 0.6405 -0.1428
C 5.1647 1.1649 -0.5571 -0.1660
N 5.5587 -0.2107 -0.3716 -0.1800
C 6.6477 -0.4337 0.5587 -0.1709
C 7.1529 -1.8662 0.3658 -0.1967
O 6.1237 -2.8050 0.5750 -0.1314
C 5.0486 -2.5671 -0.3029 -0.1953
C 4.4901 -1.1539 -0.1151 -0.1729
C -0.4490 2.2545 0.2176 -0.1273
C -0.7659 3.5590 -0.4122 -0.0099
C -1.3955 1.2694 0.6526 -0.0890
C -2.7863 1.1786 0.6471 0.0255
H -3.0969 -2.1477 -0.7404 0.0586
H -3.8730 -3.5468 -1.4946 0.0749
H -3.8658 -1.9876 -2.3209 0.0689
H -5.3253 -2.6122 0.3044 0.1077
H -6.0971 -2.4628 -1.2832 0.1197
H -5.3866 -0.1020 -2.3978 0.1186
H -5.5119 1.1828 -1.1767 0.1057
H -7.8075 0.5047 -0.6296 0.0751
H -7.7486 -0.7979 -1.8234 0.0678
H -7.6792 0.8868 -2.3538 0.0744
H -3.1138 -1.8503 2.1069 0.1155
H -0.6071 -1.7264 2.1281 0.1222
H 2.8785 0.6746 1.2494 0.1195
H 4.5410 2.9658 0.4479 0.1205
H 5.0538 1.6741 1.5621 0.1181
H 4.4687 1.2026 -1.3998 0.1269
H 6.0644 1.7187 -0.8367 0.1195
H 7.4526 0.2713 0.3444 0.1267
H 6.3345 -0.3106 1.6104 0.1236
H 7.9353 -2.1037 1.0884 0.1248
H 7.5500 -1.9702 -0.6548 0.1270
H 4.2924 -3.3195 -0.0723 0.1248
H 5.3820 -2.6862 -1.3443 0.1278
H 3.6760 -0.9790 -0.8207 0.1291
H 4.1017 -1.0762 0.9167 0.1209
H 0.1527 4.0947 -0.6310 0.0710
H -1.3857 4.1536 0.2574 0.0926
H -1.3233 3.4025 -1.3346 0.0915
H -3.4121 1.9704 0.2705 0.1224

Entry 2:
77
Properties=species:S:1:pos:R:3:lowdin_charge:R:1 method="wB97M-V/def2-TZVPD" charge=+1 e_lumo_ev="-3.87 / -4.89" homo_energy_ha="-0.36482 / -0.36497" multiplicity=2
Ru -0.8108 -0.5397 -0.6758 1.1741
C 2.4328 -1.7441 4.2662 -0.0558
C 2.8230 -1.3224 2.9971 -0.0484
C 1.8981 -0.7931 2.1189 -0.0004
C 0.5620 -0.6424 2.5151 -0.2730
C 0.1691 -1.0880 3.7941 -0.0240
C 1.1000 -1.6358 4.6569 -0.0622
N -0.3420 -0.1072 1.6174 0.1118
C -1.3396 0.7117 2.0649 -0.2285
C -1.2062 1.5813 3.1689 0.0043
C -2.2434 2.4094 3.5285 -0.0433
C -3.4527 2.3866 2.8240 -0.0439
C -3.6107 1.5398 1.7467 -0.0051
C -2.5604 0.7181 1.3586 -0.1858
N -2.6287 -0.1526 0.2449 -0.0956
N -3.7586 -0.4382 -0.1208 0.1178
C -3.8094 -0.9976 -1.4198 -0.3108
C -5.0528 -1.4024 -1.8588 0.0121
C -5.1882 -1.8638 -3.1591 -0.0326
C -4.0727 -1.8850 -3.9707 -0.0331
C -2.8633 -1.4627 -3.4416 -0.1137
N -2.7213 -1.0409 -2.1870 0.0755
H 3.1652 -2.1591 4.9495 0.1123
H 3.8599 -1.4046 2.6933 0.1143
H 2.2039 -0.4475 1.1374 0.0715
H -0.8766 -1.0258 4.0771 0.1214
H 0.7888 -1.9764 5.6378 0.1126
H -0.2588 1.6211 3.6886 0.1256
H -2.1162 3.0911 4.3631 0.1185
H -4.2636 3.0419 3.1146 0.1157
H -4.5368 1.5059 1.1854 0.1171
H -5.8869 -1.3318 -1.1727 0.1229
H -6.1519 -2.1827 -3.5343 0.1206
H -4.1309 -2.2164 -5.0008 0.1182
H -1.9712 -1.4634 -4.0538 0.1105
N 7.0344 6.1491 -0.6858 0.1658
C 6.1363 5.4304 -0.7506 -0.1693
C 5.0100 4.5197 -0.8253 -0.2204
C 4.2768 4.4093 -2.0023 -0.0082
C 3.2120 3.5236 -2.0708 -0.0133
C 2.8734 2.7349 -0.9741 -0.1901
C 3.6048 2.8646 0.2047 -0.0119
C 4.6658 3.7516 0.2848 -0.0095
C 1.7626 1.7353 -1.0541 -0.0375
C 2.1135 0.3759 -1.0131 -0.2606
C 3.4645 -0.1367 -0.9967 -0.0224
C 3.3733 -1.4956 -0.8999 -0.0717
C 1.9895 -1.8050 -0.8666 -0.1600
N 1.2252 -0.7010 -0.9602 -0.1078
C 0.4597 2.2253 -1.1779 -0.2418
C 0.0728 3.6053 -1.3564 -0.0110
C -1.2812 3.6154 -1.5204 -0.0628
C -1.7048 2.2620 -1.4162 -0.1388
N -0.6741 1.4340 -1.2002 -0.0833
H 4.5480 5.0120 -2.8609 0.1261
H 2.6445 3.4276 -2.9895 0.1296
H 3.3317 2.2660 1.0670 0.1230
H 5.2329 3.8545 1.2022 0.1250
H 4.3632 0.4607 -1.0688 0.1181
H 4.1835 -2.2117 -0.8628 0.1049
H 1.5540 -2.7850 -0.7667 0.0955
H 0.7458 4.4505 -1.3787 0.1128
H -1.9178 4.4706 -1.7002 0.1020
H -2.7150 1.8839 -1.5015 0.0980
N -0.2943 -3.1552 -2.5542 0.1415
C -0.7315 -3.5767 -1.3364 -0.3844
C -0.8721 -4.9552 -1.0935 -0.0099
C -1.2813 -5.3918 0.1393 -0.0510
C -1.5649 -4.4596 1.1369 -0.0605
C -1.4188 -3.1366 0.8305 -0.1294
N -1.0089 -2.6689 -0.3713 -0.0239
H 0.0236 -3.8280 -3.2249 0.1136
H -0.0527 -2.1941 -2.6770 0.0616
H -0.6353 -5.6533 -1.8898 0.1191
H -1.3797 -6.4529 0.3339 0.1184
H -1.8811 -4.7625 2.1264 0.1114
H -1.6376 -2.3757 1.5674 0.0921

Entry 3:
38
Properties=species:S:1:pos:R:3:lowdin_charge:R:1 method="wB97M-V/def2-TZVPD" charge=-1 e_lumo_ev="1.59 / 1.55" homo_energy_ha="-0.08813 / -0.08811" multiplicity=2
C -0.0378 0.9647 3.4761 -0.2106
C 1.1133 1.6304 2.9372 -0.1754
C 1.9105 0.6569 2.2576 -0.1472
H 1.3623 2.6794 3.0613 0.1197
C 1.2390 -0.6122 2.3483 -0.1756
C 0.0387 -0.4116 3.1202 -0.1766
H -0.6634 -1.1745 3.4249 0.1035
H -0.8139 1.4093 4.0837 0.1067
H 2.8481 0.8359 1.7480 0.1187
H 1.6293 -1.5604 1.9968 0.1124
Ti -0.1233 0.8149 1.2155 0.5760
Cl -1.8003 2.2690 1.3782 0.0900
C 2.2418 3.7829 -2.7043 -0.2262
C 3.1550 2.6874 -2.8330 -0.2322
C 4.2391 2.9055 -1.9218 -0.2357
H 3.0593 1.8547 -3.5206 0.0390
C 3.9966 4.1371 -1.2318 -0.2347
C 2.7625 4.6798 -1.7152 -0.2281
H 2.3152 5.6180 -1.4056 0.0400
H 1.3313 3.9238 -3.2759 0.0422
H 5.1060 2.2657 -1.7967 0.0356
H 4.6476 4.5917 -0.4931 0.0370
O -2.5060 -1.4466 2.1351 0.0407
C -2.0450 -1.6352 0.9973 -0.4815
N -0.9097 -0.9782 0.6493 -0.2638
S -0.0742 -1.0198 -0.8075 1.0911
O -1.3527 -1.4164 -1.7903 -0.2535
O 0.2271 0.5258 -0.7671 -0.4931
C -2.1600 -2.4786 -1.3262 -0.2403
C -2.5050 -3.4643 -2.2671 0.0066
C -3.4282 -4.4436 -1.8714 -0.0677
C -4.0473 -4.3692 -0.6121 -0.0787
C -3.6164 -3.4436 0.3300 0.0046
C -2.6159 -2.5187 -0.0187 -0.0933
H -2.0380 -3.4769 -3.2551 0.1238
H -3.6832 -5.2369 -2.5621 0.1004
H -4.8040 -5.0922 -0.3416 0.0981
H -3.9989 -3.4540 1.3578 0.1281

Entry 4:
19
Properties=species:S:1:pos:R:3:lowdin_charge:R:1 method="wB97M-V/def2-TZVPD" charge=0 e_lumo_ev=0.11 homo_energy_ha=-0.35604
S 2.7828 -0.9153 -0.9232 0.2767
S 3.4470 0.9347 -0.3250 0.2460
H 1.7122 -0.8947 -0.1148 -0.2202
H 4.0943 0.6854 0.8261 -0.1935
O -1.3032 -1.5904 1.9955 -0.0830
H -1.7869 -0.7819 2.1832 0.0019
H -1.2918 -1.6317 1.0218 -0.0127
O -2.4393 0.4315 0.6170 -0.0487
H -2.2138 0.0544 -0.2463 0.0459
H -3.3950 0.4548 0.6880 0.0630
O -0.6808 -1.7549 -0.8983 -0.0558
H -0.5668 -1.0807 -1.5808 0.0280
H 0.1847 -2.0347 -0.5983 0.0069
O 0.2977 1.4098 0.7076 -0.0753
H 0.5746 2.2235 1.1313 0.0578
H -0.3524 0.9833 1.2761 0.0294
O -0.0227 1.0699 -2.1017 -0.0863
H 0.1299 1.2141 -1.1413 -0.0071
H 0.8294 1.2227 -2.5168 0.0271

Entry 5:
17
Properties=species:S:1:pos:R:3:lowdin_charge:R:1 method="wB97M-V/def2-TZVPD" charge=0 e_lumo_ev=0.98 homo_energy_ha=-0.28416
C -0.3168 0.9994 -2.3226 -0.1188
C 0.2389 0.6947 -0.9340 -0.2517
C -0.5023 -0.4441 -0.2335 -0.1765
N -0.0322 -0.6658 1.1193 -0.3185
C -0.3272 0.0098 2.2598 -0.0264
C 0.9917 -1.4075 1.5936 -0.0144
H -0.2386 0.1288 -2.9849 0.0727
H 0.2275 1.8271 -2.7908 0.0703
H -1.3749 1.2814 -2.2709 0.0721
H 1.3031 0.4380 -1.0054 0.1077
H 0.1736 1.5807 -0.2921 0.1094
H -0.3982 -1.3825 -0.7904 0.1247
H -1.5727 -0.2074 -0.1622 0.1288
H 0.4208 0.6443 2.7189 0.0462
H -1.3527 0.0446 2.6367 0.0596
H 1.9714 -1.3903 1.1051 0.0656
H 0.7886 -2.1513 2.3535 0.0492

Entry 6:
19
Properties=species:S:1:pos:R:3:lowdin_charge:R:1 method="wB97M-V/def2-TZVPD" charge=0 e_lumo_ev=0.81 homo_energy_ha=-0.35563
C -1.5464 1.0153 0.6584 -0.0952
C -0.0906 0.6174 0.5140 -0.4354
C 0.2250 0.5211 -1.0033 -0.0858
C 0.2549 -0.6414 1.3015 -0.2379
N 0.1744 -0.2117 2.7968 -0.0014
H -2.1935 0.1309 0.6780 0.0807
H -1.8460 1.6964 1.4606 0.0745
H -1.9128 1.5625 -0.2169 0.0690
H 0.6563 1.3045 0.9225 0.1275
H 1.0250 -0.1892 -1.2182 0.0496
H 0.5266 1.4623 -1.4615 0.0790
H -0.6488 0.1623 -1.5572 0.0726
H -0.4537 -1.4540 1.1887 0.0991
H 1.2538 -1.0000 1.0571 0.1049
H 0.8180 -0.8762 3.2163 0.0475
H -0.7694 -0.5249 2.9880 0.0466
O 1.7329 -0.9445 -3.5666 -0.0601
H 1.1284 -1.5803 -3.2199 0.0109
H 1.6661 -1.0505 -4.5383 0.0538

Entry 7:
22
Properties=species:S:1:pos:R:3:lowdin_charge:R:1 method="wB97M-V/def2-TZVPD" charge=-1 e_lumo_ev=3.58 homo_energy_ha=-0.11192
C 1.1830 1.7233 1.1028 -0.1433
N 0.0361 1.3221 0.2538 -0.2196
C -1.0933 2.1482 0.7801 -0.1374
C -0.1257 -1.1078 1.2325 -0.1022
C -0.4553 -0.0811 0.1076 -0.3414
C 0.4015 -0.6504 -1.0582 -0.4025
O -0.2696 -0.9264 -2.2411 -0.3442
H 2.0117 1.0796 0.6846 0.0914
H 1.1078 1.7778 2.2519 0.0874
H 1.3453 2.7890 0.9368 0.0546
H -1.5991 1.6866 1.5993 0.0577
H -0.7393 3.1400 0.9965 0.0496
H -1.8750 2.3837 -0.0197 0.0946
H -0.8023 -0.8784 2.1155 0.0754
H -0.2033 -2.1271 0.9368 0.0468
H 0.9309 -1.0689 1.4179 0.0511
H -1.5381 -0.0730 -0.3380 0.1658
H 1.2802 -0.0730 -1.4424 0.0923
H 0.8842 -1.8244 -0.6996 0.1358
H -0.1868 -2.3163 -2.4098 -0.0593
H -0.1778 -3.5503 -3.6124 0.0252
O -0.1151 -3.3731 -2.5948 -0.2778